Molecular formula: C21H27FN4OS
Method: DFT, ωB97M-V/def2-TZVPD

Summary:
Lowest unoccupied orbital energy in eV: 0.385
SMILES string: CCCN(CCC)CCNC(=O)c1cc2c(-c3ccccc3F)nn(C)c2s1
2S+1: 1
Charge: 0
Energy relative to the best compared isomer or geometry (same formula, charge and spin) in eV: 1.093
E_HOMO in eV: -8.173

Last column: Löwdin charge in e.
Atoms and positions in Å:
C: 0.597 2.623 6.745  -0.12
C: 0.523 2.056 5.334  -0.25
C: 1.893 2.126 4.639  -0.22
N: 1.954 1.655 3.270  -0.19
C: 1.728 0.229 3.091  -0.21
C: 2.844 -0.620 3.698  -0.24
C: 2.784 -2.048 3.168  -0.11
C: 1.189 2.453 2.333  -0.18
C: 1.876 2.464 0.947  -0.14
N: 0.980 2.118 -0.129  0.04
C: 0.902 0.865 -0.634  -0.52
O: 1.634 -0.044 -0.281  0.05
C: -0.117 0.658 -1.673  -0.40
C: -0.345 -0.526 -2.309  -0.02
C: -1.377 -0.436 -3.270  -0.16
C: -2.147 -1.149 -4.230  -0.17
C: -2.031 -2.543 -4.618  -0.09
C: -0.830 -3.231 -4.448  -0.02
C: -0.707 -4.557 -4.814  -0.08
C: -1.786 -5.233 -5.362  -0.08
C: -2.991 -4.575 -5.540  -0.01
C: -3.102 -3.248 -5.172  -0.22
F: -4.294 -2.647 -5.338  0.07
N: -3.042 -0.335 -4.772  0.15
N: -2.907 0.876 -4.223  -0.18
C: -3.745 1.967 -4.625  -0.01
C: -1.919 0.858 -3.315  -0.48
S: -1.182 1.960 -2.226  1.09
H: -0.374 2.567 7.233  0.07
H: 1.314 2.064 7.343  0.07
H: 0.911 3.664 6.723  0.07
H: 0.190 1.018 5.380  0.10
H: -0.210 2.619 4.752  0.10
H: 2.236 3.167 4.638  0.12
H: 2.615 1.547 5.219  0.11
H: 1.712 0.033 2.017  0.09
H: 0.753 -0.090 3.497  0.12
H: 2.765 -0.638 4.787  0.10
H: 3.802 -0.169 3.435  0.11
H: 3.588 -2.647 3.587  0.07
H: 2.875 -2.050 2.084  0.07
H: 1.835 -2.512 3.431  0.07
H: 1.126 3.473 2.717  0.11
H: 0.159 2.075 2.211  0.12
H: 2.676 1.722 0.948  0.12
H: 2.307 3.445 0.739  0.12
H: 0.295 2.805 -0.405  0.09
H: 0.218 -1.408 -2.064  0.12
H: 0.018 -2.706 -4.038  0.11
H: 0.234 -5.066 -4.675  0.10
H: -1.692 -6.268 -5.649  0.10
H: -3.849 -5.076 -5.960  0.12
H: -4.463 1.577 -5.342  0.09
H: -3.150 2.756 -5.090  0.09
H: -4.271 2.380 -3.762  0.09

***

Molecular formula: C21H27GdO2Si
Method: DFT, ωB97M-V/def2-TZVPD

Summary:
Expectation value of S²: 15.800
Lowest unoccupied orbital energy (alpha / beta) in eV: 0.605 / -2.034
2S+1: 8
Charge: 0
Energy relative to the best compared isomer or geometry (same formula, charge and spin) in eV: 0.000
E_HOMO (alpha / beta) in eV: -6.002 / -8.149

Last column: Löwdin spin population.
Atoms and positions in Å:
C: 0.919 -3.285 1.960  0.02
C: -0.509 -3.300 1.840  0.03
C: -0.850 -2.782 0.543  0.03
H: -1.203 -3.769 2.549  0.00
C: 0.374 -2.473 -0.143  0.03
C: 1.464 -2.770 0.740  0.03
H: 2.523 -2.731 0.489  0.00
H: 1.485 -3.758 2.776  0.00
H: -1.849 -2.745 0.122  0.01
H: 0.452 -2.114 -1.162  0.00
C: -1.066 1.903 -0.356  0.15
C: -1.321 2.388 0.970  0.16
C: -0.078 2.547 1.631  0.33
H: -2.295 2.694 1.375  0.00
C: 0.951 2.181 0.722  0.04
C: 0.338 1.769 -0.507  0.33
H: 0.852 1.541 -1.434  0.02
H: -1.820 1.778 -1.139  0.00
H: 0.066 2.884 2.664  0.01
H: 2.025 2.331 0.875  0.00
Gd: 0.172 -0.753 1.693  5.69
O: -0.139 0.292 -3.188  0.00
C: -1.509 -0.221 -3.376  0.00
C: -0.313 -0.625 -4.228  0.00
H: -1.806 -0.892 -2.573  0.00
H: -2.247 0.417 -3.860  0.00
H: 0.076 -1.640 -4.050  0.00
H: 0.852 -1.800 -6.310  0.00
C: 0.666 -0.742 -6.500  0.00
C: -0.106 -0.035 -5.558  0.00
C: -0.564 1.264 -5.885  0.00
H: -1.352 1.750 -5.311  0.00
C: 0.023 1.947 -6.949  0.00
H: -0.202 3.007 -7.116  0.00
C: 0.892 1.273 -7.816  0.00
H: 1.339 1.797 -8.664  0.00
C: 1.179 -0.086 -7.612  0.00
H: 1.809 -0.639 -8.316  0.00
C: -1.043 1.582 5.703  0.00
Si: 0.008 0.245 4.925  0.02
C: 1.856 0.491 5.170  0.01
C: -0.524 -1.533 5.226  0.01
O: -0.282 0.413 3.320  0.08
H: -0.995 1.577 6.798  0.00
H: -2.092 1.457 5.401  0.00
H: -0.734 2.577 5.355  0.00
H: 2.112 0.357 6.231  0.00
H: 2.454 -0.226 4.584  0.01
H: 2.171 1.500 4.864  0.00
H: -1.414 -1.784 4.626  0.00
H: 0.268 -2.248 4.954  0.00
H: -0.768 -1.666 6.289  0.00

***

Molecular formula: C21H27MnN5O5S3
Method: DFT, ωB97M-V/def2-TZVPD

Summary:
Lowest unoccupied orbital energy (alpha / beta) in eV: -5.476 / -5.474
2S+1: 1
Charge: +1
E_HOMO (alpha / beta) in eV: -10.695 / -10.691

Last column: Löwdin charge in e.
Atoms and positions in Å:
Mn: 0.693 -0.106 -0.117  0.69
O: -0.107 0.191 1.563  -0.20
N: 0.216 -1.093 1.540  -0.03
N: -0.721 -1.761 0.750  -0.13
O: -0.868 -1.224 -0.398  -0.03
C: -1.133 -3.063 1.076  -0.17
C: -0.934 -3.497 2.383  0.01
C: -1.337 -4.778 2.711  -0.04
C: -1.932 -5.587 1.748  -0.04
C: -2.125 -5.126 0.449  -0.04
C: -1.722 -3.855 0.095  0.02
H: -0.479 -2.837 3.108  0.12
H: -1.198 -5.144 3.718  0.12
H: -2.251 -6.586 2.013  0.12
H: -2.587 -5.766 -0.290  0.12
H: -1.846 -3.475 -0.909  0.13
N: 3.491 -6.473 2.311  0.12
C: 3.598 -5.129 2.037  -0.31
C: 2.941 -4.188 2.840  -0.03
C: 3.019 -2.842 2.549  -0.06
C: 3.756 -2.419 1.447  -0.31
C: 4.423 -3.342 0.643  -0.05
C: 4.339 -4.686 0.933  -0.02
S: 3.828 -0.729 1.055  0.62
O: 3.484 0.027 2.218  -0.27
O: 5.017 -0.462 0.295  -0.32
N: 2.580 -0.523 -0.015  -0.18
C: 2.750 -0.265 -1.342  -0.69
S: 4.101 -0.094 -2.376  1.14
C: 2.998 0.278 -3.670  -0.35
C: 1.718 0.298 -3.254  -0.19
N: 1.584 -0.046 -1.923  -0.07
H: 3.217 -6.736 3.242  0.10
H: 4.168 -7.087 1.890  0.10
H: 2.388 -4.526 3.708  0.11
H: 2.532 -2.108 3.176  0.11
H: 5.019 -2.998 -0.191  0.12
H: 4.861 -5.409 0.319  0.12
H: 3.366 0.469 -4.663  0.08
H: 0.843 0.526 -3.839  0.12
C: -0.342 4.866 -2.077  -0.09
C: -0.135 4.492 -0.616  -0.26
C: 0.453 3.100 -0.404  -0.30
S: -0.603 1.707 -0.785  0.89
O: -0.965 1.662 -2.210  -0.41
C: -2.054 1.970 0.247  -0.29
C: -3.187 2.675 -0.505  -0.27
C: -4.056 1.703 -1.293  -0.09
H: -0.696 5.893 -2.151  0.08
H: -1.061 4.214 -2.574  0.06
H: 0.597 4.797 -2.630  0.08
H: -1.062 4.598 -0.049  0.10
H: 0.573 5.188 -0.158  0.12
H: 0.751 2.930 0.635  0.11
H: 1.328 2.934 -1.040  0.11
H: -1.693 2.513 1.121  0.11
H: -2.360 0.981 0.584  0.09
H: -2.789 3.444 -1.169  0.09
H: -3.789 3.191 0.245  0.12
H: -3.474 1.181 -2.051  0.07
H: -4.863 2.237 -1.794  0.08
H: -4.509 0.964 -0.630  0.08